(1)
Entry from the OMol25 dataset: C17H16N4O2 in the gas phase in a non-equilibrium geometry (ωB97M-V with the def2-TZVPD basis set).

XYZ file:
```
39
Properties=species:S:1:pos:R:3
C -0.53150 6.20718 -3.58871
C -0.58676 4.74412 -3.22482
O -0.97264 3.90916 -4.01341
C -0.14603 4.36936 -1.85598
C 0.30758 5.28915 -0.91093
C 0.69775 4.84742 0.34008
C 0.64756 3.50627 0.67720
C 0.19556 2.57685 -0.25838
N 0.11060 1.21124 0.00506
C 0.44872 0.53412 1.14818
O 0.90639 1.04809 2.14348
C 0.17656 -0.91895 1.03306
C -0.78673 -1.56410 0.24356
C -0.64903 -2.91230 0.54210
N -1.28064 -4.00303 0.11259
C -0.90556 -5.15907 0.59381
C -1.61936 -6.37659 0.10795
C 0.14088 -5.27947 1.54567
C 0.79428 -4.16462 1.99011
C 1.90215 -4.12852 2.97889
N 0.38545 -2.97847 1.47626
N 0.87248 -1.78818 1.76960
C -0.19613 3.02043 -1.51654
H -1.16340 6.78352 -2.91669
H 0.48946 6.57372 -3.50842
H -0.88078 6.33553 -4.61008
H 0.35883 6.34091 -1.14171
H 1.04926 5.55940 1.07191
H 0.95466 3.17202 1.65382
H -0.23530 0.65646 -0.76589
H -1.51265 -1.13880 -0.41713
H -2.38292 -6.08936 -0.60814
H -0.91669 -7.05984 -0.36629
H -2.08399 -6.89764 0.94343
H 0.41727 -6.25260 1.91749
H 2.79291 -3.70902 2.51307
H 2.11861 -5.12212 3.35881
H 1.63382 -3.46476 3.79942
H -0.55068 2.32251 -2.26242
```

Properties
Total charge ... 0
HOMO energy ... -0.318 Ha
Strongest force on any atom ... 1.28 eV/Å
E_LUMO ... 0.25 eV
Molar mass ... 308.3 g/mol
Relative energy (zero: lowest compared OMol25 entry of this formula, charge and spin) ... 18.7 kJ/mol
Gap between HOMO and LUMO ... 8.89 eV



(2)
Entry from the OMol25 dataset: 2 unconnected molecules or ions with the total composition C17H17BF3N in a non-equilibrium geometry (ωB97M-V with the def2-TZVPD basis set).

XYZ file:
```
39
Properties=species:S:1:pos:R:3
F 6.18877 1.95274 -2.84583
B 5.04222 1.74022 -2.09022
F 5.24964 0.76979 -1.11891
F 4.56788 2.92244 -1.54062
C 3.88457 1.17784 -3.10366
C 2.57445 0.97880 -2.46594
C 1.83732 1.96490 -2.00182
H 3.82377 1.88286 -3.93110
H 4.30761 0.24743 -3.48185
H 2.21374 -0.03444 -2.37648
H 0.88929 1.78103 -1.53460
H 2.17877 2.98061 -2.05386
C -1.10913 2.69942 0.98335
C -0.65194 1.45209 1.61076
N -1.14542 0.22867 1.32241
C -0.69039 -0.96514 1.96278
C 0.27997 -1.16550 2.94027
C 0.52625 -2.44486 3.38998
C -0.18004 -3.53425 2.88196
C -1.14317 -3.35863 1.91754
C -1.40292 -2.06725 1.45302
C -2.32818 -1.56781 0.47397
C -2.16572 -0.16849 0.40216
C -2.95541 0.56222 -0.48118
C -3.87727 -0.09570 -1.26729
C -4.03085 -1.47932 -1.19136
C -3.26485 -2.22376 -0.32728
H -0.57411 3.57268 1.36413
H -0.96024 2.66825 -0.09655
H -2.17213 2.85943 1.16802
H 0.11973 1.49145 2.35827
H 0.82861 -0.33232 3.33797
H 1.27545 -2.61047 4.14544
H 0.03220 -4.52385 3.25103
H -1.69220 -4.19336 1.52192
H -2.85035 1.62767 -0.54802
H -4.49187 0.46448 -1.95220
H -4.75866 -1.96892 -1.81627
H -3.37542 -3.29100 -0.25993
```

Properties
Total charge ... 0
HOMO energy ... -0.241 Ha
Strongest force on any atom ... 3.27 eV/Å
E_LUMO ... -3.17 eV
Molar mass ... 303.1 g/mol
Relative energy (zero: lowest compared OMol25 entry of this formula, charge and spin) ... 0.0 kJ/mol
Gap between HOMO and LUMO ... 3.39 eV



(3)
Entry from the OMol25 dataset: C17H17BrN2O4 in the gas phase in a non-equilibrium geometry (ωB97M-V with the def2-TZVPD basis set).

XYZ file:
```
41
Properties=species:S:1:pos:R:3
C 3.20267 4.30531 0.90320
O 2.27487 3.60155 0.10913
C 2.51064 2.31870 -0.29184
C 1.60716 1.84782 -1.23994
C 1.67466 0.56314 -1.74349
C 2.67399 -0.29047 -1.31031
C 2.79006 -1.69943 -1.83281
C 3.00552 -2.66518 -0.69090
O 4.02713 -3.26027 -0.47482
O 1.97815 -2.85512 0.15472
N 0.80905 -2.10249 -0.11626
C -0.14889 -2.32409 0.70556
N -0.12822 -3.24409 1.70050
C -1.37697 -1.53875 0.49859
C -1.28699 -0.23684 0.01073
C -2.42746 0.51719 -0.18468
C -3.66332 -0.03716 0.10809
Br -5.24009 0.99491 -0.15596
C -3.77430 -1.33162 0.58801
C -2.62817 -2.07914 0.78464
C 3.59013 0.16971 -0.37314
C 3.52678 1.45258 0.15491
O 4.40995 1.91025 1.10149
C 5.45451 1.06502 1.51619
H 2.80349 5.31734 0.97371
H 3.28914 3.87757 1.90397
H 4.19030 4.33656 0.43805
H 0.84065 2.53177 -1.56936
H 0.95272 0.23132 -2.47342
H 1.87468 -1.96924 -2.36004
H 3.64667 -1.79083 -2.50416
H -0.80381 -3.20431 2.44202
H 0.75038 -3.70045 1.88498
H -0.31437 0.17308 -0.20943
H -2.35855 1.52694 -0.55836
H -4.74561 -1.75028 0.80218
H -2.71589 -3.09640 1.13627
H 4.36668 -0.50476 -0.04888
H 5.07571 0.15635 1.99470
H 6.10889 0.79134 0.68270
H 6.02184 1.64399 2.24387
```

Properties
Total charge ... 0
HOMO energy ... -0.293 Ha
Strongest force on any atom ... 1.55 eV/Å
E_LUMO ... 0.47 eV
Molar mass ... 393.2 g/mol
Relative energy (zero: lowest compared OMol25 entry of this formula, charge and spin) ... 116.4 kJ/mol
Gap between HOMO and LUMO ... 8.45 eV



(4)
Entry from the OMol25 dataset: C17H17ClN6O2 in the gas phase in a non-equilibrium geometry (ωB97M-V with the def2-TZVPD basis set).

XYZ file:
```
43
Properties=species:S:1:pos:R:3
O 0.90083 3.41821 -0.55672
C 0.74045 2.26624 -0.19819
N -0.42750 1.66643 0.04562
C -1.71068 2.31920 -0.08474
C -2.41186 2.46008 1.28073
C -3.45074 1.34299 1.30527
C -3.94316 1.30828 -0.13776
C -2.66449 1.48092 -0.96004
C 1.92602 1.35759 -0.00368
N 1.73925 0.12328 0.35237
C 2.89555 -0.57256 0.44368
C 4.19322 -0.08889 0.21155
N 5.04483 -1.12661 0.38646
N 4.37749 -2.16217 0.69226
N 3.06801 -1.87501 0.74376
C 2.06265 -2.85931 1.04327
C 0.88050 -2.69121 0.12502
C 1.07059 -2.64713 -1.25133
C -0.00535 -2.45548 -2.09856
C -1.28566 -2.32191 -1.58877
C -1.47146 -2.38205 -0.21746
Cl -3.06710 -2.24561 0.43696
C -0.39861 -2.55419 0.64261
C 4.39028 1.29425 -0.16354
O 5.39696 1.90776 -0.39691
N 3.12544 1.92363 -0.24422
H -0.39807 0.70124 0.34574
H -1.49831 3.29724 -0.52255
H -1.69800 2.39681 2.10060
H -2.90821 3.42871 1.33539
H -4.25148 1.53475 2.01711
H -2.98134 0.39263 1.56123
H -4.62061 2.14421 -0.31559
H -4.46499 0.38474 -0.38034
H -2.20815 0.50808 -1.15036
H -2.85441 1.95604 -1.92027
H 2.53611 -3.83704 0.91184
H 1.75157 -2.75701 2.08822
H 2.06420 -2.76095 -1.65893
H 0.14968 -2.41502 -3.16560
H -2.12971 -2.18016 -2.24514
H -0.56485 -2.58685 1.70832
H 3.10110 2.90589 -0.51734
```

Properties
Total charge ... 0
HOMO energy ... -0.344 Ha
Strongest force on any atom ... 1.36 eV/Å
E_LUMO ... -0.19 eV
Molar mass ... 372.8 g/mol
Relative energy (zero: lowest compared OMol25 entry of this formula, charge and spin) ... 0.0 kJ/mol
Gap between HOMO and LUMO ... 9.18 eV



(5)
Entry from the OMol25 dataset: a molecular structure, C17H17CoN3O7P2 in a non-equilibrium geometry (ωB97M-V with the def2-TZVPD basis set).

XYZ file:
```
47
Properties=species:S:1:pos:R:3
Co 0.33567 0.23690 -0.30777
C -0.49066 -1.76779 -2.76756
C -1.54460 -0.82328 -2.29720
C -2.71824 -0.61332 -3.01690
C -3.69218 0.23337 -2.53397
C -3.51629 0.84726 -1.29789
C -2.34992 0.59726 -0.62455
N -1.37611 -0.21012 -1.11926
C -2.02535 1.01755 0.75278
C -2.78129 1.64185 1.72228
C -2.26993 1.66239 3.01635
C -1.09386 0.99332 3.33920
C -0.38848 0.39345 2.31510
N -0.84177 0.50300 1.07323
C 0.73198 -0.56955 2.34480
C 1.41663 -0.94879 3.47129
C 2.35927 -1.96144 3.33395
C 2.53475 -2.56111 2.10493
C 1.80418 -2.13240 0.99860
C 1.91303 -2.81336 -0.32630
N 0.92985 -1.12608 1.12891
H -0.59698 -1.96432 -3.83220
H -0.60522 -2.71620 -2.23738
H 0.50854 -1.37481 -2.59445
H -2.84269 -1.11956 -3.96348
H -4.59455 0.41085 -3.10331
H -4.26717 1.49582 -0.87141
H -3.74328 2.07300 1.48868
H -2.83240 2.15156 3.80014
H -0.75424 0.91963 4.36175
H 1.22775 -0.47405 4.42264
H 2.93567 -2.28759 4.18922
H 3.23576 -3.37370 1.97862
H 2.64895 -3.61372 -0.29018
H 2.19763 -2.11453 -1.10800
H 0.94556 -3.25509 -0.57336
O 4.09977 1.70393 0.03216
P 2.59456 1.40021 -0.25571
O 1.59227 1.47156 0.88118
O 2.42075 0.01871 -0.84934
O 2.16233 2.52559 -1.32912
P 0.60127 2.40542 -1.84015
O 0.50873 3.49272 -2.96750
O -0.34280 2.64051 -0.72051
O 0.50723 0.97000 -2.33002
H 4.34847 2.63455 0.11952
H 1.10744 3.38043 -3.71782
```

Properties
Total charge ... +1
HOMO energy (spin up / spin down) ... -0.451 / -0.451 Ha
Strongest force on any atom ... 1.71 eV/Å
E_LUMO (spin up / spin down) ... -4.12 / -4.55 eV
Molar mass ... 496.2 g/mol
Gap between HOMO and LUMO (spin up / spin down) ... 8.16 / 7.72 eV



(6)
Entry from the OMol25 dataset: a molecular structure, C17H17F9N2OPd in a non-equilibrium geometry (ωB97M-V with the def2-TZVPD basis set).

XYZ file:
```
47
Properties=species:S:1:pos:R:3
C -0.20341 -0.42413 -5.53807
C -1.67743 -0.84050 -5.54740
H -0.08965 0.63698 -5.78518
H 0.37578 -0.99958 -6.26841
H 0.24822 -0.58657 -4.55336
H -2.22169 -0.39159 -4.70928
H -2.17277 -0.52536 -6.47225
H -1.78285 -1.92795 -5.46790
C 1.66833 2.49547 0.97013
C 2.13543 3.51645 1.78983
C 1.32879 3.96088 2.83628
C 0.08556 3.36850 3.02456
H 2.24457 2.10087 0.13652
H 3.11286 3.94950 1.60533
H 1.66090 4.75608 3.49662
H -0.55640 3.70000 3.83266
N 0.46785 1.92066 1.14864
C -0.32703 2.34504 2.16485
C -1.62291 1.65873 2.28420
N -1.87193 0.68177 1.36239
C -3.04301 0.01914 1.42268
C -3.76763 1.27914 3.32703
C -4.01076 0.28408 2.38085
H -3.18649 -0.74466 0.66712
H -4.93495 -0.28375 2.37864
C -2.56254 1.96752 3.27204
H -2.34903 2.74531 3.99592
H -4.50082 1.51436 4.09193
Pd -0.37993 0.34719 -0.02888
C -1.40071 -1.13526 -0.98851
H -2.34084 -0.68590 -1.33451
H -1.59085 -1.91299 -0.23725
H -0.87149 -1.56965 -1.83631
F 3.48975 -0.38296 1.39722
C 2.96392 -1.66245 1.44350
F 4.00707 -2.56154 1.58379
F 2.15797 -1.74486 2.56570
C 2.13945 -1.95798 0.16084
O 1.09335 -1.00083 0.08207
C 3.02158 -1.81215 -1.10866
F 4.06654 -2.71992 -1.09598
F 2.26679 -2.02545 -2.24900
F 3.54922 -0.53495 -1.18684
C 1.50096 -3.37248 0.23030
F 2.47343 -4.35346 0.31960
F 0.67078 -3.47423 1.33302
F 0.73601 -3.61654 -0.89648
```

Properties
Total charge ... +2
HOMO energy (spin up / spin down) ... -0.534 / -0.571 Ha
Strongest force on any atom ... 2.90 eV/Å
E_LUMO (spin up / spin down) ... -8.65 / -12.26 eV
Molar mass ... 542.7 g/mol
Gap between HOMO and LUMO (spin up / spin down) ... 5.89 / 3.28 eV
Multiplicity ... 5
⟨S²⟩ ... 6.054